#i
{"formula": "C9H16N4O5", "method": "ωB97M-V with the def2-TZVPD basis set", "lumo_energy_ev": 0.118, "gap_ev": 9.9, "smiles": "NC(=O)CC[C@H](NC(=O)[C@@H](N)CC(N)=O)C(=O)O", "species": ["N", "C", "O", "C", "C", "C", "N", "C", "O", "C", "N", "C", "C", "N", "O", "C", "O", "O", "H", "H", "H", "H", "H", "H", "H", "H", "H", "H", "H", "H", "H", "H", "H", "H"], "xyz": [[-0.19773, 4.37600, -0.80052], [1.00469, 4.09005, -0.08695], [1.86085, 4.99994, 0.04859], [1.31543, 2.68607, 0.55109], [1.51918, 1.57128, -0.58286], [1.25591, 0.18366, 0.01769], [0.20028, 0.08991, 1.06595], [-0.91801, -0.90589, 0.74702], [-1.81525, -1.13824, 1.63600], [-0.78036, -1.87503, -0.46069], [0.69825, -2.12962, -0.31215], [-1.74687, -3.00277, -0.36712], [-3.03825, -2.49900, -0.90723], [-3.83383, -2.13158, 0.06917], [-3.22100, -2.32053, -2.11447], [2.31711, -0.22124, 0.64032], [3.46560, -0.42057, 0.07227], [2.47570, -0.17782, 2.01867], [-0.43394, 5.08644, -1.57139], [-0.88172, 3.41361, -1.25566], [2.34901, 2.70809, 1.18810], [0.46049, 2.30035, 1.32201], [2.50358, 1.74184, -1.14698], [0.57289, 1.58949, -1.33946], [1.19198, -0.35902, -1.02891], [0.49235, 0.30130, 2.21483], [-0.85891, -1.38030, -1.54042], [1.01649, -2.77314, 0.58154], [0.74458, -2.94130, -0.94004], [-1.32863, -3.74611, -1.03854], [-1.77882, -3.62147, 0.47764], [-3.39993, -1.63298, 0.89946], [-4.81296, -1.58036, 0.01214], [3.60186, -0.28108, 1.93092]]}

#ii
{"formula": "C9H16N4O5", "method": "ωB97M-V with the def2-TZVPD basis set", "lumo_energy_ev": 0.372, "gap_ev": 9.7, "smiles": "NC(=O)CC[C@H](NC(=O)[C@@H](N)CC(N)=O)C(=O)O", "species": ["N", "C", "O", "C", "C", "C", "N", "C", "O", "C", "N", "C", "C", "N", "O", "C", "O", "O", "H", "H", "H", "H", "H", "H", "H", "H", "H", "H", "H", "H", "H", "H", "H", "H"], "xyz": [[-4.31619, -1.68591, 1.12901], [-3.64838, -2.29887, 0.13906], [-4.23380, -2.92767, -0.68456], [-2.12159, -2.13127, -0.03587], [-1.36157, -1.39073, 0.99925], [0.21214, -1.64119, 0.82894], [0.84197, -0.91646, -0.14267], [0.51043, 0.24945, -0.61660], [-0.53874, 0.26355, -1.27871], [1.45185, 1.46793, -0.19079], [2.95100, 1.15245, -0.43429], [0.97854, 2.85054, -1.07899], [2.06548, 3.84430, -1.11189], [1.66979, 4.97261, -0.57443], [3.19283, 3.90803, -1.61666], [0.55868, -3.12716, 0.57805], [-0.10612, -4.08117, 0.19584], [1.95809, -3.44309, 0.92316], [-3.91665, -0.97555, 1.70509], [-5.30871, -1.43329, 0.90451], [-1.82528, -3.24925, 0.14589], [-1.95315, -1.84274, -1.10385], [-1.57571, -1.84085, 2.03809], [-1.82614, -0.28989, 0.91760], [0.80545, -1.21448, 1.62505], [1.90136, -1.27639, -0.18909], [1.21830, 1.39915, 0.93311], [3.60252, 1.84229, 0.05188], [3.19244, 1.12357, -1.40538], [0.35818, 2.77246, -1.94935], [0.11559, 3.32013, -0.42100], [2.39226, 5.79348, -0.54999], [0.74801, 5.16992, -0.30217], [2.00712, -4.36387, 0.57177]]}

#ii takes first place; second place is 84.2 kcal/mol up.

#i
{"formula": "C3H4BrN", "method": "ωB97M-V with the def2-TZVPD basis set", "lumo_energy_ev": [-1.072, -1.072], "gap_ev": [8.7, 8.7], "species": ["C", "C", "C", "N", "Br", "H", "H", "H", "H"], "xyz": [[-0.58523, -1.38940, 0.03712], [0.71099, 0.65050, -0.46356], [-0.54172, 0.00312, 0.09442], [-0.54388, -2.54927, -0.01098], [-2.11520, 1.07606, 0.05252], [1.60235, 0.11683, 0.14149], [0.60504, 1.69132, -0.15887], [0.95391, 0.64459, -1.55614], [-0.08625, -0.24375, 1.86399]]}

#ii
{"formula": "C3H4BrN", "method": "ωB97M-V with the def2-TZVPD basis set", "lumo_energy_ev": 0.419, "gap_ev": 9.6, "smiles": "C=N/C=C/Br", "species": ["C", "N", "C", "C", "Br", "H", "H", "H", "H"], "xyz": [[-1.15008, -0.04328, 0.01772], [-0.41601, 0.94436, -0.18019], [0.93247, 0.93887, 0.05177], [1.67963, -0.12095, -0.19693], [3.59819, -0.01341, -0.00376], [-2.19286, -0.01226, -0.00329], [-0.63846, -0.96599, 0.21807], [1.36705, 1.80671, 0.71284], [1.57859, -1.06394, -0.68207]]}

#iii
{"formula": "C3H4BrN", "method": "ωB97M-V with the def2-TZVPD basis set", "lumo_energy_ev": -1.352, "gap_ev": 8.5, "species": ["C", "C", "C", "N", "Br", "H", "H", "H", "H"], "xyz": [[0.09395, -1.30009, 0.27920], [0.27946, 1.03490, -0.25359], [0.81660, -0.31146, -0.02223], [0.69996, 2.02119, 0.35880], [3.30168, -0.32042, 0.04025], [0.41424, -2.36926, 0.66108], [-0.97741, -1.19669, 0.17523], [-0.49793, 0.96713, -1.06654], [0.30104, 2.94154, 0.13538]]}

#ii takes first place; second place is 25.4 kcal/mol up.

#i
{"formula": "C4H9NO2S", "method": "ωB97M-V with the def2-TZVPD basis set", "lumo_energy_ev": 0.412, "gap_ev": 9.5, "smiles": "C=C(CO)NC=O.S", "species": ["C", "C", "C", "O", "N", "C", "O", "H", "H", "H", "H", "H", "H", "H", "S", "H", "H"], "xyz": [[0.17578, -1.77488, -0.28209], [-0.10338, -0.49071, -0.55757], [-1.39565, 0.23487, -0.04090], [-1.80658, -0.42999, 1.12805], [0.93024, 0.30445, -1.10865], [0.64326, 1.47157, -1.76292], [-0.46700, 1.76134, -2.12770], [1.12720, -2.22560, -0.04738], [-0.69438, -2.35612, 0.00626], [-1.20423, 1.29499, 0.12155], [-2.15671, 0.07965, -0.80321], [-1.44364, 0.02587, 1.89648], [1.85086, 0.06983, -0.76626], [1.54615, 2.07338, -1.94717], [1.11663, 0.77577, 2.07150], [0.51913, -0.52612, 1.35208], [1.36232, -0.28829, 2.86793]]}

#ii
{"formula": "C4H9NO2S", "method": "ωB97M-V with the def2-TZVPD basis set", "lumo_energy_ev": 0.758, "gap_ev": 9.9, "smiles": "N[C@H](CCS)C(=O)O", "species": ["N", "C", "C", "C", "S", "C", "O", "O", "H", "H", "H", "H", "H", "H", "H", "H", "H"], "xyz": [[-0.99233, -2.13388, -0.52282], [-0.57308, -0.77358, -0.21879], [0.88975, -0.43826, 0.17617], [1.72461, 0.10111, -0.95736], [1.95058, 1.90540, -0.81099], [-1.47012, -0.37634, 0.98263], [-1.29929, -0.51962, 2.15757], [-2.62989, 0.16678, 0.47643], [-0.71913, -2.48190, -1.44225], [-0.66606, -2.80008, 0.16041], [-0.92491, -0.21443, -1.08329], [0.87779, 0.27801, 0.99349], [1.27519, -1.35593, 0.63411], [2.68950, -0.41205, -0.91043], [1.29970, -0.09389, -1.93560], [2.55434, 2.13672, -1.98681], [-3.31288, 0.19934, 1.19309]]}

#iii
{"formula": "C4H9NO2S", "method": "ωB97M-V with the def2-TZVPD basis set", "lumo_energy_ev": 0.718, "gap_ev": 9.6, "smiles": "O=CN[C@H](CO)CS", "species": ["O", "C", "N", "C", "C", "O", "C", "S", "H", "H", "H", "H", "H", "H", "H", "H", "H"], "xyz": [[-2.83717, 0.90321, -0.41410], [-2.27841, 0.14357, -1.14924], [-1.07249, -0.59248, -0.94871], [-0.22713, -0.13495, 0.12580], [0.95758, 0.70253, -0.52490], [1.50959, 1.68247, 0.28970], [0.52122, -1.27452, 0.99505], [1.21182, -0.50320, 2.44829], [-2.66855, 0.03987, -2.16225], [-0.79333, -1.36074, -1.50648], [-0.79207, 0.44158, 0.80301], [0.74394, 1.13630, -1.49131], [1.73774, 0.10553, -0.87191], [0.91478, 2.28554, 0.71515], [-0.28784, -2.00310, 1.34966], [1.22936, -1.88500, 0.40161], [2.13095, 0.31337, 1.94063]]}

#iv
{"formula": "C4H9NO2S", "method": "ωB97M-V with the def2-TZVPD basis set", "lumo_energy_ev": -1.150, "gap_ev": 8.1, "species": ["O", "C", "O", "C", "C", "C", "S", "N", "H", "H", "H", "H", "H", "H", "H", "H", "H"], "xyz": [[-2.44522, 0.69323, -0.11873], [-1.44491, 1.46965, 0.22776], [-1.36550, 2.42127, 0.97194], [-0.07680, 0.90460, -0.27325], [0.28112, -0.06144, 0.88734], [1.61497, -0.83320, 0.83364], [1.71576, -2.15158, -0.41426], [-0.08085, 0.31311, -1.59986], [-2.07039, 0.57871, 0.96529], [0.61178, 1.75746, -0.24805], [0.26406, 0.48718, 1.84307], [-0.50495, -0.82354, 0.94731], [2.45447, -0.17234, 0.62539], [1.80341, -1.33386, 1.78360], [-0.26608, -2.12532, -0.67295], [0.39540, -0.58854, -1.58544], [-1.02284, 0.22605, -1.95030]]}

#ii takes first place; second place is 24.4 kcal/mol up.

#i
{"formula": "C4H9NO2S", "method": "ωB97M-V with the def2-TZVPD basis set", "lumo_energy_ev": 0.561, "gap_ev": 9.6, "smiles": "C[C@@H](S)[C@H](N)C(=O)O", "species": ["C", "C", "S", "C", "N", "C", "O", "O", "H", "H", "H", "H", "H", "H", "H", "H", "H"], "xyz": [[-0.69751, -0.36509, 1.32834], [-0.97739, -0.19560, -0.12951], [-1.85586, 1.49959, -0.37311], [0.32177, -0.37741, -0.85648], [0.83090, -1.67838, -1.04022], [1.50410, 0.75980, -0.04826], [2.52253, 0.37945, 0.37566], [1.13902, 2.05302, -0.03835], [-0.29997, 0.56053, 1.70342], [-1.58960, -0.52799, 1.91945], [-0.03036, -1.21007, 1.32360], [-1.58034, -1.09953, -0.58507], [-2.61845, 1.43200, 0.73806], [0.42162, 0.23940, -1.78340], [1.34063, -1.63935, -1.92356], [1.33010, -2.02556, -0.21304], [0.23882, 2.19519, -0.39753]]}

#ii
{"formula": "C4H9NO2S", "method": "ωB97M-V with the def2-TZVPD basis set", "lumo_energy_ev": [-3.822, -3.826], "gap_ev": [4.8, 4.8], "species": ["C", "C", "C", "C", "N", "O", "O", "S", "H", "H", "H", "H", "H", "H", "H", "H", "H"], "xyz": [[-1.81433, 0.99867, -0.03276], [-0.98053, -1.55946, -0.02692], [-0.64844, -0.00626, 0.16722], [0.47076, 0.37866, -0.65767], [1.43036, 1.20526, -0.08813], [2.35490, 1.62993, -0.79257], [1.25698, 1.64574, 1.03290], [2.80078, -1.82228, 0.56990], [-2.17941, 1.01109, -1.01337], [-1.37323, 2.02460, -0.01159], [-2.68618, 0.85992, 0.57873], [-0.05107, -2.00049, 0.36135], [-1.80101, -1.98613, 0.62779], [-1.13223, -1.88683, -1.07139], [-0.25797, 0.20821, 1.23993], [0.94851, 0.11711, -1.61335], [3.66209, -0.81775, 0.72994]]}

#i takes first place; second place is 150.2 kcal/mol up.